1.
The following is a DFT calculation (ωB97M-V/def2-TZVPD) of C12H30AlFN3O7P as an isolated structure.

Structure (XYZ):
```
55
C12H30AlFN3O7P ωB97M-V/def2-TZVPD
Al -1.926 -1.736 -0.453
F 0.839 -2.295 -1.223
O -0.736 0.927 -0.252
P -0.175 2.299 -0.095
N 1.402 2.380 -0.727
C 2.129 1.109 -0.690
C 2.296 3.514 -0.719
N -0.089 2.753 1.539
C 1.102 2.819 2.348
C -1.360 2.990 2.291
N -1.105 3.560 -0.840
C -1.390 3.506 -2.267
C -0.811 4.919 -0.461
H 1.401 0.340 -0.949
H 2.557 0.940 0.298
H 2.951 1.191 -1.402
H 3.045 3.518 -1.511
H 2.831 3.584 0.228
H 1.836 4.487 -0.893
H 1.755 3.665 2.133
H 0.831 2.836 3.403
H 1.618 1.873 2.182
H -2.211 3.066 1.614
H -1.547 2.118 2.918
H -1.338 3.848 2.964
H -2.170 4.196 -2.588
H -0.508 3.812 -2.829
H -1.717 2.512 -2.574
H -1.672 5.558 -0.657
H 0.043 5.409 -0.927
H -0.654 5.035 0.611
C -3.730 -5.982 -2.984
O -2.382 -5.954 -3.430
C -1.441 -5.259 -2.860
O -1.589 -4.382 -2.037
O -0.324 -5.537 -3.507
C 1.004 -4.909 -3.233
H -4.200 -4.999 -2.969
H -3.752 -6.268 -1.932
H -4.345 -6.656 -3.581
H 0.758 -3.917 -3.613
H 1.851 -5.309 -3.790
H 1.242 -4.724 -2.185
C 2.043 -3.039 1.356
O 1.613 -2.727 2.689
C 0.539 -1.887 2.947
O -0.125 -1.379 2.072
O 0.345 -1.697 4.275
C -0.221 -0.478 4.717
H 1.219 -3.556 0.864
H 3.002 -3.534 1.204
H 2.354 -2.164 0.785
H 0.032 -0.336 5.767
H -1.310 -0.480 4.678
H 0.190 0.439 4.294
```

The expectation value of S² is 1.7660. The spin multiplicity is 2. Its molar mass is 405.34 g mol⁻¹. The calculation puts the total energy at -50301.6237 eV. As for the total charge: +3.

Atom charges from the natural (NBO) analysis, given in e for atoms 1 to 2: Al 0.971; F -0.085

---

2.
The following is a DFT calculation (ωB97M-V/def2-TZVPD) of one molecule with the formula C20H26N4O3.

Structure (XYZ):
```
53
C20H26N4O3 ωB97M-V/def2-TZVPD
C 1.947 3.387 -1.682
C 0.736 2.474 -1.559
C 0.207 2.435 -0.119
C 1.297 1.927 0.844
O 1.863 2.669 1.618
N 1.574 0.622 0.707
C 2.600 -0.040 1.480
C 2.132 -1.398 2.014
C 1.328 -2.281 1.053
C 1.870 -2.426 -0.376
C 3.387 -2.316 -0.522
C 3.870 -0.870 -0.623
C 3.926 -0.124 0.706
N -1.014 1.649 -0.041
N -0.940 0.385 -0.510
C -1.968 -0.377 -0.532
C -1.880 -1.762 -1.071
N -3.186 0.059 -0.068
C -3.324 1.362 0.420
C -4.627 1.593 0.819
C -5.303 0.391 0.567
O -6.527 -0.153 0.678
C -6.410 -1.419 0.209
C -5.147 -1.723 -0.207
C -4.406 -0.540 0.022
C -2.175 2.246 0.428
O -2.197 3.404 0.796
H 1.689 4.400 -1.384
H 2.756 3.044 -1.042
H 2.302 3.407 -2.710
H 0.995 1.461 -1.875
H -0.064 2.833 -2.210
H -0.067 3.444 0.208
H 1.023 0.079 0.059
H 2.788 0.617 2.339
H 3.016 -1.939 2.353
H 1.505 -1.229 2.892
H 0.304 -1.904 0.998
H 1.275 -3.271 1.512
H 1.418 -1.674 -1.028
H 1.548 -3.401 -0.753
H 3.887 -2.823 0.304
H 3.676 -2.832 -1.442
H 3.228 -0.326 -1.320
H 4.878 -0.866 -1.045
H 4.664 -0.598 1.357
H 4.264 0.897 0.516
H -2.115 -2.485 -0.291
H -0.881 -1.951 -1.448
H -2.600 -1.887 -1.879
H -5.002 2.507 1.229
H -7.300 -2.017 0.219
H -4.820 -2.659 -0.611
```

As for the SMILES: CC[C@H](C(=O)NC1CCCCCC1)n1nc(C)n2c(cc3occc32)c1=O. For the relative energy (zero: lowest compared OMol25 entry of this formula, charge and spin), the calculation gives 2.564 eV. Its molar mass is 370.45 g mol⁻¹. As for the total charge: 0.

Atom charges from the natural (NBO) analysis, given in e for atoms 1 to 2: C -0.608; C -0.393

---

3.
The following is a DFT calculation (ωB97M-V/def2-TZVPD) of one molecule with the formula C34H32N2O2.

Structure (XYZ):
```
70
C34H32N2O2 ωB97M-V/def2-TZVPD
C 2.413 3.471 1.825
C 2.320 2.874 0.462
O 0.932 2.627 0.186
C 0.759 1.902 -0.956
O 1.725 1.625 -1.637
C -0.672 1.397 -1.142
C -1.031 1.547 -2.606
C -0.264 1.210 -3.750
C -0.760 1.585 -5.043
C -2.057 2.099 -5.206
C -2.594 2.398 -6.494
N -3.072 2.756 -7.518
C -2.798 2.396 -4.073
C -2.291 2.119 -2.814
C -1.101 0.110 -0.156
C -0.108 -0.990 0.020
C 1.086 -0.750 0.687
N 1.481 -1.279 1.850
C 2.785 -0.847 2.397
C 3.947 -1.277 1.510
C 5.067 -0.444 1.465
C 6.128 -0.743 0.621
C 6.070 -1.873 -0.207
C 4.961 -2.721 -0.144
C 3.905 -2.445 0.726
C 0.653 -2.172 2.672
C -0.773 -1.695 2.865
C -1.834 -2.605 2.792
C -3.135 -2.133 2.966
C -3.367 -0.776 3.172
C -2.296 0.029 3.569
C -0.996 -0.370 3.239
C -2.428 -0.476 -0.611
C -3.529 0.367 -0.614
C -4.762 -0.051 -1.076
C -4.969 -1.414 -1.432
C -3.890 -2.315 -1.334
C -2.622 -1.830 -1.023
H 3.485 3.626 2.027
H 1.901 4.450 1.874
H 2.009 2.789 2.613
H 2.717 3.542 -0.309
H 2.840 1.917 0.405
H -1.234 2.316 -0.725
H 0.711 0.702 -3.606
H -0.112 1.492 -5.909
H -3.770 2.861 -4.179
H -2.903 2.353 -1.922
H -1.159 0.839 0.834
H -0.184 -2.077 -0.207
H 1.803 -0.045 0.223
H 2.907 -1.215 3.427
H 2.760 0.269 2.418
H 5.067 0.457 2.095
H 7.012 -0.113 0.626
H 6.865 -2.076 -0.910
H 4.913 -3.628 -0.753
H 3.028 -3.106 0.789
H 0.668 -3.186 2.239
H 1.163 -2.283 3.636
H -1.625 -3.650 2.533
H -3.951 -2.851 2.957
H -4.385 -0.369 3.090
H -2.426 0.965 4.121
H -0.152 0.339 3.226
H -3.423 1.404 -0.239
H -5.583 0.677 -1.175
H -5.954 -1.761 -1.766
H -4.058 -3.390 -1.551
H -1.811 -2.556 -1.072
```

As for the SMILES: CCOC(=O)[C@@H](c1ccc(C#N)cc1)[C@H](/C=C/N(Cc1ccccc1)Cc1ccccc1)c1ccccc1. For the relative energy (zero: lowest compared OMol25 entry of this formula, charge and spin), the calculation gives 2.717 eV. Its molar mass is 500.64 g mol⁻¹. As for the total charge: 0.

Atom charges from the natural (NBO) analysis, given in e for atoms 1 to 2: C -0.626; C -0.077

---

4.
The following is a DFT calculation (ωB97M-V/def2-TZVPD) of an isolated ion of composition C4H14N2O and charge +2.

Structure (XYZ):
```
21
C4H14N2O ωB97M-V/def2-TZVPD
N -2.254 1.320 0.375
C -0.835 1.397 1.071
C 0.044 0.119 1.072
C 0.426 -0.771 -0.181
N 1.364 -1.906 0.259
C 0.991 0.047 -1.404
O 1.043 -0.920 -2.405
H -2.560 0.445 -0.055
H -2.143 2.142 -0.244
H -3.081 1.565 0.982
H -0.296 2.311 0.703
H -1.063 1.827 2.067
H 0.991 0.309 1.591
H -0.537 -0.724 1.714
H -0.538 -1.251 -0.551
H 1.989 -2.007 -0.523
H 2.016 -1.552 1.006
H 0.806 -2.778 0.564
H 1.936 0.635 -1.113
H 0.165 0.763 -1.699
H 1.538 -0.971 -3.228
```

As for the SMILES: [NH3+]CC[C@H]([NH3+])CO. For the relative energy (zero: lowest compared OMol25 entry of this formula, charge and spin), the calculation gives 2.089 eV. Its molar mass is 106.17 g mol⁻¹. As for the total charge: +2.

Atom charges from the natural (NBO) analysis, given in e for atoms 1 to 2: N -0.714; C -0.238

---

What is the formula in the third record?
C34H32N2O2